This record from the Open Molecules 2025 dataset describes a cluster of 2 separate species, C3H8NO3 in total. The level of theory is wB97M-V/def2-TZVPD.

XYZ file:
```
15
Properties=species:S:1:pos:R:3:nbo_charge:R:1
O -0.2847 2.6782 0.0168 -0.573
C 0.0348 1.8421 0.8392 0.436
C -0.2078 0.3265 0.7219 -0.368
N -0.4760 -0.1837 -0.6229 -0.778
C -0.9185 -1.8426 -0.5564 0.137
O -1.6508 -1.9536 0.5687 -0.928
H 0.5012 2.1206 1.7704 0.088
H -1.1511 0.2156 1.4242 0.233
H 0.5872 -0.3836 1.2034 0.212
H -1.3522 0.2496 -0.9676 0.345
H 0.0764 -2.3487 -0.4873 0.097
H -1.5970 -1.9088 -1.3828 0.118
H 2.0675 0.9783 -1.2469 0.467
H 1.7291 -0.1208 -0.4953 0.494
O 2.6419 0.3308 -0.7852 -0.980
```

Summary:
ΔE to the lowest compared entry with this formula, charge and spin ... 92.1 kcal/mol
Charge ... -1
LUMO ... 3.8 eV
Spin multiplicity ... 1
E_tot ... -10871.7945 eV
E_HOMO ... -0.119 hartree